The following is a quantum chemistry calculation of a cluster of 8 separate species, C6H29O8 in total, from OMol25.

Geometry as ORCA input:
```
! wB97M-V def2-TZVPD RIJCOSX def2/J DEFGRID3
* xyz 1 1
O -0.634 2.560 0.394
H -1.284 1.866 0.522
H 0.155 2.153 0.029
H -0.413 3.051 1.189
O -3.014 2.183 3.941
H -3.852 1.810 3.667
H -2.607 1.496 4.468
O 1.315 5.310 2.644
H 0.958 5.696 3.444
H 1.935 5.963 2.319
O -6.068 0.280 2.300
H -6.294 -0.461 2.862
H -5.754 -0.121 1.489
O -3.193 -0.677 -0.654
H -4.083 -0.830 -0.973
H -2.715 -1.474 -0.885
O 2.702 1.796 -1.289
H 3.381 1.288 -0.847
H 3.165 2.552 -1.651
C 0.584 0.307 -6.091
C 1.210 -0.927 -5.377
C 2.761 -1.056 -5.553
O 0.935 -0.958 -3.995
H 1.020 1.243 -5.741
H -0.504 0.240 -6.065
H 0.757 0.166 -7.157
H 0.827 -1.854 -5.803
H 3.094 -1.607 -6.432
H 3.248 -1.569 -4.724
H 3.229 -0.073 -5.506
H 1.280 -0.130 -3.655
C 1.735 -3.003 3.094
C 0.474 -2.141 3.106
C -0.382 -2.379 4.381
O 0.801 -0.756 3.172
H 2.234 -3.080 4.060
H 2.433 -2.657 2.331
H 1.515 -4.003 2.721
H -0.143 -2.253 2.215
H -1.362 -1.921 4.250
H 0.107 -2.100 5.315
H -0.671 -3.428 4.443
H 1.113 -0.503 4.044
*
```

## Properties
HOMO in eV: -12.1
Frontier orbital gap in eV: 8.22
Relative energy (zero: lowest compared OMol25 entry of this formula, charge and spin) in kJ/mol: 286.2

natural (NBO) atomic charge list, values in e, 4 entries: -0.74 0.58 0.58 0.58

The following is a quantum chemistry calculation of the molecule C5H6ClN3O2, from OMol25.

Geometry as ORCA input:
```
! wB97M-V def2-TZVPD RIJCOSX def2/J DEFGRID3
* xyz 0 1
N -1.231 -0.699 -1.352
C 0.150 -0.499 -0.967
C 0.347 -1.223 0.262
Cl 1.472 -2.557 0.257
C -0.273 -0.893 1.385
C -0.997 0.323 1.422
C -0.672 1.263 0.554
N 0.293 0.841 -0.443
N 1.616 1.303 -0.179
O 1.700 2.234 0.594
O 2.477 0.782 -0.856
H -1.351 -1.621 -1.488
H -1.516 -0.076 -2.142
H 0.957 -0.436 -1.830
H -0.408 -1.572 2.231
H -1.727 0.592 2.206
H -0.838 2.238 0.347
*
```

## Properties
Structure (SMILES): N[C@@H]1C(Cl)=CC=CN1[N+](=O)[O-]
HOMO in eV: -9.1
Frontier orbital gap in eV: 9.02
Relative energy (zero: lowest compared OMol25 entry of this formula, charge and spin) in kJ/mol: 517.6

natural (NBO) atomic charge list, values in e, 4 entries: -0.81 0.01 0.01 0.01

The following is a quantum chemistry calculation of a structure of composition C23H23N5ReS, from OMol25.

Geometry as ORCA input:
```
! wB97M-V def2-TZVPD RIJCOSX def2/J DEFGRID3
* xyz 2 4
Re 0.049 0.018 0.225
C 0.328 -5.272 -2.499
C 1.402 -4.749 -1.548
N 1.831 -3.400 -1.934
C 1.340 -2.264 -1.473
S 0.389 -2.297 0.045
N 1.621 -1.141 -2.086
N 1.046 -0.040 -1.567
C 1.261 1.105 -2.182
C 2.180 1.254 -3.334
C 0.441 2.199 -1.678
C 0.346 3.434 -2.295
C -0.555 4.370 -1.808
C -1.341 4.048 -0.709
C -1.189 2.810 -0.120
N -0.315 1.902 -0.583
H 0.068 -6.298 -2.244
H -0.569 -4.655 -2.441
H 0.688 -5.267 -3.529
H 1.027 -4.716 -0.528
H 2.276 -5.396 -1.568
H 2.355 -3.328 -2.795
H 2.782 0.360 -3.447
H 1.617 1.413 -4.258
H 2.831 2.119 -3.193
H 0.965 3.641 -3.156
H -0.643 5.336 -2.286
H -2.064 4.747 -0.315
H -1.770 2.531 0.749
N -0.328 0.025 1.982
C -0.201 -0.016 3.271
C -0.230 -1.293 3.972
C -0.926 -2.379 3.419
C -0.937 -3.592 4.073
C -0.239 -3.743 5.268
C 0.471 -2.678 5.809
C 0.474 -1.452 5.173
C -0.063 1.254 4.000
C 0.683 2.300 3.441
C 0.812 3.495 4.119
C 0.173 3.668 5.343
C -0.584 2.641 5.892
C -0.698 1.431 5.233
H -1.488 -2.238 2.503
H -1.498 -4.422 3.665
H -0.252 -4.696 5.781
H 1.025 -2.807 6.729
H 1.046 -0.629 5.581
H 1.197 2.136 2.502
H 1.418 4.292 3.709
H 0.272 4.606 5.873
H -1.086 2.785 6.839
H -1.297 0.633 5.652
*
```

## Properties
Expectation value of S²: 3.83
HOMO (spin up / spin down) in eV: -14.1 / -14.4
Frontier orbital gap (spin up / spin down) in eV: 6.81 / 6.21
Relative energy (zero: lowest compared OMol25 entry of this formula, charge and spin) in kJ/mol: 0.0

natural (NBO) atomic charge list, values in e, 4 entries: 1.41 -0.62 -0.22 -0.53

The following is a quantum chemistry calculation of a structure of composition H28O14, from OMol25.

Geometry as ORCA input:
```
! wB97M-V def2-TZVPD RIJCOSX def2/J DEFGRID3
* xyz 0 1
H -0.546 -0.315 -0.188
H 0.383 -0.754 0.714
H -2.644 -0.323 2.770
H -2.506 -1.489 3.651
H 2.034 2.063 1.281
H 2.161 0.755 1.794
H -0.047 -1.536 -1.862
H 0.260 -0.434 -2.898
H -0.722 -0.846 2.547
H 0.700 -0.376 2.327
H -2.375 1.535 -1.944
H -1.595 0.489 -2.731
H -1.583 -3.884 0.536
H -2.718 -3.036 1.043
H 3.333 -0.891 0.509
H 4.630 -0.722 -0.277
H 1.750 2.269 -3.047
H 1.919 1.562 -1.805
H -2.769 -0.491 -3.856
H -4.156 -0.967 -3.616
H 2.512 -1.577 2.243
H 1.612 -2.397 3.035
H 0.470 3.099 -2.365
H -0.640 2.024 -2.284
H -3.135 2.550 0.927
H -3.113 2.802 2.498
H 3.648 1.400 1.282
H 3.273 1.179 -0.288
O -0.171 -1.162 0.012
O -2.586 -1.257 2.668
O 2.150 1.597 2.141
O -0.202 -1.197 -2.738
O 0.138 -1.227 2.525
O -2.221 0.586 -2.001
O -1.834 -3.275 1.344
O 3.686 -0.721 -0.297
O 1.418 1.441 -2.696
O -3.275 -1.165 -3.354
O 1.914 -1.522 3.008
O -0.085 2.542 -2.880
O -2.647 2.904 1.702
O 3.579 0.767 0.571
*
```

## Properties
HOMO in eV: -8.6
Frontier orbital gap in eV: 7.99
Relative energy (zero: lowest compared OMol25 entry of this formula, charge and spin) in kJ/mol: 1410.0

natural (NBO) atomic charge list, values in e, 4 entries: 0.46 0.45 0.46 0.48

The following is a quantum chemistry calculation of the molecule C5H7N, from OMol25.

Geometry as ORCA input:
```
! wB97M-V def2-TZVPD RIJCOSX def2/J DEFGRID3
* xyz 0 1
H 0.174 2.809 -1.460
N 0.502 1.989 -0.955
C -0.464 1.179 -0.753
C -0.263 -0.058 0.003
C -1.409 -0.942 0.422
C 0.994 -0.258 0.313
C 2.228 -0.643 0.420
H -1.506 1.382 -1.018
H -2.076 -0.466 1.143
H -1.998 -1.193 -0.473
H -1.058 -1.890 0.842
H 2.955 -0.212 1.098
H 1.922 -1.697 0.420
*
```

## Properties
Structure (SMILES): [H]/N=C/C(C)=C=C
HOMO in eV: -8.2
Frontier orbital gap in eV: 8.99
Relative energy (zero: lowest compared OMol25 entry of this formula, charge and spin) in kJ/mol: 343.5

natural (NBO) atomic charge list, values in e, 4 entries: 0.34 -0.63 0.13 -0.28

The following is a quantum chemistry calculation of a structure of composition H3INP, from OMol25.

Geometry as ORCA input:
```
! wB97M-V def2-TZVPD RIJCOSX def2/J DEFGRID3
* xyz 0 1
N 0.148 -0.494 0.616
P -0.837 -0.107 -0.656
I 1.616 -1.806 0.321
H 0.401 0.665 1.331
H -1.351 1.193 -0.132
H 0.024 0.549 -1.481
*
```

## Properties
HOMO in eV: -8.7
Frontier orbital gap in eV: 8.07
Relative energy (zero: lowest compared OMol25 entry of this formula, charge and spin) in kJ/mol: 316.6

natural (NBO) atomic charge list, values in e, 4 entries: -1.22 0.59 0.37 0.40

The following is a quantum chemistry calculation of a structure of composition C3H5Li2O3, from OMol25.

Geometry as ORCA input:
```
! wB97M-V def2-TZVPD RIJCOSX def2/J DEFGRID3
* xyz 0 2
O -1.344 -0.634 1.306
C -0.685 -1.837 1.023
C -2.227 -0.349 0.230
O 0.521 -1.900 1.503
O -0.740 -2.011 -0.389
C -1.502 -0.950 -0.972
Li 1.281 -2.320 -0.183
H -2.361 0.735 0.159
H -3.198 -0.835 0.409
H -0.819 -0.227 -1.441
H -2.183 -1.360 -1.725
H 1.598 1.322 2.411
Li 0.516 -0.074 2.235
*
```

## Properties
Expectation value of S²: 0.75
HOMO (spin up / spin down) in eV: -6.3 / -6.3
Frontier orbital gap (spin up / spin down) in eV: 5.41 / 5.29
Relative energy (zero: lowest compared OMol25 entry of this formula, charge and spin) in kJ/mol: 146.7

natural (NBO) atomic charge list, values in e, 4 entries: -0.57 0.68 -0.10 -0.95

The following is a quantum chemistry calculation of a structure of composition C18H27N3S2Sr, from OMol25.

Geometry as ORCA input:
```
! wB97M-V def2-TZVPD RIJCOSX def2/J DEFGRID3
* xyz 2 1
Sr -0.495 -0.357 0.654
S -2.337 0.023 -2.073
S 1.320 -2.758 0.604
C -3.404 1.408 -1.506
C -3.447 -1.366 -1.691
C -3.202 -1.948 -0.310
N -1.801 -2.420 -0.213
C -1.485 -3.150 1.031
C -0.119 -3.818 0.929
H -3.294 -2.126 -2.464
H -4.476 -1.006 -1.784
H -3.918 -2.766 -0.097
H -3.361 -1.167 0.444
H -2.254 -3.925 1.250
H -1.498 -2.448 1.875
H -0.102 -4.532 0.097
H 0.117 -4.359 1.847
C 1.533 -2.006 2.286
H -1.591 -3.018 -1.026
H 0.601 -1.984 2.869
H 1.928 -0.980 2.175
H 2.277 -2.601 2.807
H -2.765 2.290 -1.357
H -3.894 1.175 -0.563
H -4.144 1.638 -2.269
C 0.975 -1.846 -3.829
C 1.617 -0.679 -3.867
H -0.103 -1.920 -4.017
H 1.358 -2.703 -3.238
H 1.064 0.257 -4.059
H 2.572 -0.501 -3.328
C 4.623 0.842 0.017
C 4.657 2.142 0.521
C 3.456 2.771 0.836
C 2.233 2.080 0.685
N 2.195 0.810 0.155
C 3.367 0.228 -0.167
C 0.946 2.694 1.114
C 0.748 4.042 1.454
C -0.543 4.486 1.813
C -1.652 3.633 1.805
C -1.430 2.305 1.423
N -0.145 1.916 1.218
H 5.512 0.280 -0.236
H 5.601 2.637 0.673
H 3.424 3.793 1.230
H 3.290 -0.793 -0.563
H 1.617 4.673 1.379
H -0.668 5.536 2.087
H -2.652 3.959 2.045
H -2.253 1.561 1.335
*
```

## Properties
HOMO in eV: -14.8
Frontier orbital gap in eV: 8.58

natural (NBO) atomic charge list, values in e, 4 entries: 1.78 0.17 0.17 -0.74